(1)
17
Properties=species:S:1:pos:R:3:forces:R:3 method="wB97M-V/def2-TZVPD" total_charge=-1 de_lowest_kcal_mol=50.2 smiles="C=NCCCC[O-]" largest_force_ev_per_a=6.45 orbital_gap_ev=5.47
O -2.5908 -2.5569 0.7398 -2.6 -1.6 2.1
N 1.5713 1.5725 -0.6525 -0.2 3.3 0.5
C -0.9037 -0.8778 0.5720 -3.4 1.6 -1.9
C 0.9672 0.6405 0.3384 2.8 0.7 -1.2
C 1.3719 2.8826 -0.6183 3.9 -4.3 -2.8
C -1.5479 -2.2527 0.0722 0.2 2.9 0.7
C 0.2083 -0.4351 -0.3356 1.2 -1.1 -1.0
H -1.8534 -2.0722 -0.9590 0.8 0.2 -1.4
H 0.8072 3.4315 0.0385 -1.7 1.0 1.9
H 0.9534 -1.2748 -0.5272 -0.9 0.6 0.1
H -0.7568 -0.7712 1.6837 0.2 -0.5 -1.1
H 0.4065 1.1545 1.0464 -1.2 1.1 1.4
H 1.8233 0.1398 0.8523 -0.4 0.7 -0.1
H -1.8043 -0.1341 0.2974 1.7 -1.2 1.1
H -0.6866 -2.8577 0.1470 1.7 -2.0 -0.3
H 2.0813 3.4873 -1.3287 -1.7 -1.0 1.1
H -0.0472 -0.0762 -1.3666 -0.5 -0.4 1.0

(2)
17
Properties=species:S:1:pos:R:3:forces:R:3 method="wB97M-V/def2-TZVPD" total_charge=-1 de_lowest_kcal_mol=19.9 smiles=[O-]C[C@@H]1CCCN1 largest_force_ev_per_a=2.28 orbital_gap_ev=5.90
O -0.3337 -1.9621 -2.4678 -0.7 0.0 -0.7
N -0.2681 -0.8534 1.0782 -0.8 0.3 -2.1
C 0.2282 0.3854 1.6637 0.5 0.0 -0.7
C -0.6375 -0.5657 -0.4291 1.2 -0.6 0.8
C -0.3457 0.9006 -0.6414 1.7 0.9 -0.4
C 0.6392 1.2907 0.4742 -1.4 1.0 1.0
C 0.2596 -1.5343 -1.3597 -1.1 0.4 -0.5
H 0.5117 -2.4093 -0.7071 0.6 0.7 0.2
H -1.1727 -1.1401 1.4274 0.2 0.1 0.7
H -1.7029 -0.7103 -0.5730 -0.1 -0.7 -0.2
H 1.1524 0.1744 2.2335 -0.7 0.2 0.4
H 0.4088 2.3431 0.7408 0.4 -0.3 0.0
H 1.6955 1.2656 0.2568 0.3 -0.5 -0.4
H 0.1631 1.1353 -1.5845 -0.2 -0.6 -0.2
H -1.1447 1.6424 -0.6407 -0.6 -0.5 0.3
H -0.5709 0.8930 2.2156 0.4 0.1 0.5
H 1.1177 -0.8553 -1.6869 0.4 -0.5 1.1

For the records above, the corresponding energy values read -326.40525 -326.45359 hartree.